# 1
Molecular formula: C5H10NO
Method: DFT, ωB97M-V with the def2-TZVPD basis set

Values from the calculation:
Kohn-Sham gap: 6.3 eV
E_HOMO: -2.42 eV

Structure (ORCA input):
```
! wB97M-V def2-TZVPD RIJCOSX def2/J DEFGRID3
* xyz -1 1
C 3.317 -0.118 0.733
C -0.680 -1.118 0.510
C -1.564 -1.812 -0.240
C -0.750 1.015 -0.948
C -0.032 0.229 0.188
N 2.708 0.185 -0.315
O 3.437 0.704 -1.332
H 2.643 -0.230 1.591
H 4.350 0.176 1.051
H -1.925 -1.438 -1.081
H -2.006 -2.642 0.209
H -0.522 -1.473 1.506
H -0.302 0.558 -1.767
H -0.503 2.028 -0.940
H -1.845 1.038 -0.890
H 0.225 0.781 1.045
H 0.877 -0.180 -0.359
*
```

***

# 2
Molecular formula: C5H10NO
Method: DFT, ωB97M-V with the def2-TZVPD basis set

Values from the calculation:
Kohn-Sham gap: 5.9 eV
E_HOMO: -2.05 eV

Structure (ORCA input):
```
! wB97M-V def2-TZVPD RIJCOSX def2/J DEFGRID3
* xyz -1 1
N 0.455 -0.940 -0.871
C 1.211 0.225 -1.204
C 0.648 1.512 -0.476
C -0.753 0.865 0.122
C -0.614 -0.682 0.121
C -0.528 -1.266 1.651
O -1.887 -1.544 2.041
H 0.008 -1.343 -1.688
H 1.325 0.414 -2.198
H 2.139 0.081 -0.733
H 0.517 2.410 -1.082
H 1.326 1.635 0.358
H -1.572 1.409 -0.483
H -0.978 1.309 1.153
H -1.474 -1.086 -0.430
H 0.244 -0.743 2.196
H -0.067 -2.254 1.521
*
```

***

# 3
Molecular formula: C5H10NO
Method: DFT, ωB97M-V with the def2-TZVPD basis set

Values from the calculation:
Kohn-Sham gap (alpha / beta): 3.4 / 7.0 eV
E_HOMO (alpha / beta): 3.64 / 0.16 eV

Structure (ORCA input):
```
! wB97M-V def2-TZVPD RIJCOSX def2/J DEFGRID3
* xyz -2 2
C -1.473 -2.358 -0.314
O -2.251 -2.669 -1.369
C -0.286 -1.342 -0.579
C -0.636 0.125 -0.420
C 0.579 1.043 -0.286
C 0.809 1.816 0.781
N 1.904 2.640 0.975
H -2.064 -1.865 0.512
H -0.934 -3.238 0.149
H 0.518 -1.630 0.111
H 0.080 -1.585 -1.585
H -1.219 0.258 0.502
H -1.250 0.491 -1.246
H 1.297 1.019 -1.103
H 0.020 1.980 1.508
H 2.167 2.840 1.939
H 2.739 2.475 0.426
*
```

***

# 4
Molecular formula: C5H10NO
Method: DFT, ωB97M-V with the def2-TZVPD basis set

Values from the calculation:
Kohn-Sham gap (alpha / beta): 8.7 / 8.7 eV
E_HOMO (alpha / beta): -14.42 / -14.42 eV

Structure (ORCA input):
```
! wB97M-V def2-TZVPD RIJCOSX def2/J DEFGRID3
* xyz 1 1
C -0.208 0.542 0.398
C 0.520 1.426 1.238
C 1.950 1.887 1.010
C -1.482 -0.601 -1.656
C -0.433 -2.158 -0.111
N -0.345 -0.955 -0.808
O -0.472 1.683 0.120
H 0.151 1.415 2.195
H 2.236 2.713 1.596
H 2.221 2.092 -0.097
H 2.595 1.125 1.248
H -2.334 -0.838 -0.990
H -1.595 -1.079 -2.536
H -1.405 0.380 -1.963
H -1.463 -2.527 -0.052
H -0.186 -2.238 0.974
H 0.251 -2.869 -0.566
*
```

***

# 5
Molecular formula: C5H10NO
Method: DFT, ωB97M-V with the def2-TZVPD basis set

Values from the calculation:
Kohn-Sham gap: 10.4 eV
E_HOMO: -13.82 eV

Structure (ORCA input):
```
! wB97M-V def2-TZVPD RIJCOSX def2/J DEFGRID3
* xyz 1 1
C 0.227 2.136 -0.374
C 2.054 0.202 0.493
C 0.428 0.833 -0.138
C -1.472 -0.455 0.917
C -0.673 -0.214 -0.321
N -0.013 -1.519 -0.941
O 2.124 -0.940 0.607
H -0.777 2.461 -0.745
H 0.923 2.899 -0.060
H 2.844 0.976 0.844
H -1.366 0.233 1.699
H -2.517 -0.451 0.620
H -0.971 -1.312 1.544
H -1.267 0.429 -1.103
H 0.813 -1.146 -1.396
H -0.695 -1.996 -1.462
H 0.337 -2.135 -0.184
*
```

***

# 6
Molecular formula: C5H10NO
Method: DFT, ωB97M-V with the def2-TZVPD basis set

Values from the calculation:
Kohn-Sham gap: 10.7 eV
E_HOMO: -14.25 eV

Structure (ORCA input):
```
! wB97M-V def2-TZVPD RIJCOSX def2/J DEFGRID3
* xyz 1 1
C 0.261 0.981 0.581
C -0.960 0.498 0.183
C -0.491 -0.787 -0.261
C -2.260 1.049 -0.040
C 2.445 -0.230 -0.286
N 1.144 -0.180 0.535
O -0.950 -1.810 0.371
H 0.546 1.887 0.982
H -0.282 -0.846 -1.383
H -3.108 0.349 0.125
H -2.308 1.174 -1.187
H -2.425 1.916 0.507
H 2.325 0.415 -1.225
H 3.119 0.292 0.409
H 2.656 -1.274 -0.620
H 1.105 -0.800 1.453
H -0.818 -2.635 -0.143
*
```

***

# 7
Molecular formula: C5H10NO
Method: DFT, ωB97M-V with the def2-TZVPD basis set

Values from the calculation:
Kohn-Sham gap: 10.1 eV
E_HOMO: -13.34 eV

Structure (ORCA input):
```
! wB97M-V def2-TZVPD RIJCOSX def2/J DEFGRID3
* xyz 1 1
C 2.034 -0.514 -0.222
C 2.101 0.965 -0.042
C 0.865 0.212 0.413
C -0.339 0.145 -0.373
C -2.010 0.141 0.416
N -1.316 -0.978 -0.074
O -3.094 0.426 -0.213
H 1.809 -0.816 -1.198
H 2.610 -1.319 0.212
H 2.822 1.276 0.723
H 2.063 1.501 -0.923
H 0.719 -0.009 1.511
H -0.292 0.342 -1.373
H -1.961 0.254 1.512
H -1.555 -1.346 -1.033
H -1.135 -1.672 0.633
H -3.322 1.394 0.032
*
```

***

# 8
Molecular formula: C5H10NO
Method: DFT, ωB97M-V with the def2-TZVPD basis set

Values from the calculation:
Kohn-Sham gap: 9.0 eV
E_HOMO: -13.86 eV

Structure (ORCA input):
```
! wB97M-V def2-TZVPD RIJCOSX def2/J DEFGRID3
* xyz 1 1
C 2.596 -0.277 0.762
C 1.896 -1.299 0.301
O 0.553 -1.529 0.705
H 3.590 -0.187 0.355
H 2.139 0.372 1.493
H 2.279 -2.038 -0.392
H 0.628 -2.299 1.277
C -1.417 1.234 -1.004
C -0.360 1.367 -1.788
C -2.334 0.094 0.871
N -1.364 0.295 0.066
H -2.355 1.762 -1.049
H 0.536 0.778 -1.633
H -0.362 2.058 -2.616
H -2.240 -0.684 1.614
H -3.228 0.700 0.809
H -0.557 -0.346 0.227
*
```

***

Energy relative to the best compared isomer or geometry (same formula, charge and spin) list, top to bottom, in kJ/mol: 300.01; 167.65; 0.00; 670.69; 328.25; 310.83; 410.64; 246.95